One molecule with the formula C5H6ClFO, computed with the ωB97M-V functional and the def2-TZVPD basis.

Properties
Maximum force   0.04182 Eh/bohr
ΔE to the lowest compared entry with this formula, charge and spin   85.1 kJ/mol
Orbital gap   10.35 eV
Structure (SMILES)   F[C@@]12CCO[C@@H]1[C@@H]2Cl
HOMO level   -9.544 eV

```
! RIJCOSX wB97M-V def2-TZVPD def2/J DEFGRID3
* xyz 0 1
F -1.655 -1.721 -0.190
C -0.853 -0.593 -0.076
C -0.981 0.424 -1.155
C -0.312 1.652 -0.507
O -0.528 1.542 0.924
C -0.464 0.147 1.215
C 0.516 -0.756 0.516
Cl 2.025 -0.321 -0.230
H -0.452 0.158 -2.087
H -2.025 0.617 -1.408
H 0.756 1.772 -0.703
H -0.751 2.609 -0.812
H -0.843 -0.110 2.183
H 0.567 -1.676 1.095
*
```

Atom charges from the natural (NBO) analysis, given in e for atoms 1 to 5: atom 1 (F): -0.33, atom 2 (C): 0.31, atom 3 (C): -0.47, atom 4 (C): -0.09, atom 5 (O): -0.50